DFT (the ωB97M-V functional and the def2-TZVPD basis) results for a 2-piece molecular cluster, C3H11N2O2 overall at a distorted geometry.

Last column: Löwdin charge in e.
CARTESIAN COORDINATES (ANGSTROEM)
N1 0.5106 2.0376 -0.4056  0.239
C1 0.1712 1.0814 0.6946  -0.016
C2 -1.1465 0.3924 0.2686  -0.338
N2 -1.3709 -0.9507 0.6195  0.248
C3 -0.3451 -1.8381 1.1022  0.050
O1 -1.9350 0.9829 -0.4197  0.253
H1 0.7910 1.5113 -1.2319  0.155
H2 1.2966 2.6203 -0.1088  0.199
H3 -0.3067 2.5850 -0.6763  0.180
H4 0.9983 0.3865 0.8180  0.135
H5 -0.0881 1.6570 1.5681  0.161
H6 -2.2408 -1.4150 0.3737  0.205
H7 0.5672 -1.8305 0.4698  0.133
H8 -0.7601 -2.8341 1.1738  0.130
H9 -0.0354 -1.4257 2.0841  0.161
H10 0.7485 -1.5664 -2.0954  0.068
H11 1.8734 -0.5663 -2.4744  0.080
O2 1.2717 -0.8275 -1.7603  -0.043

* <S²>: 0.77
* E_LUMO (spin up / spin down): -8.42 / -13.22 eV
* 2S+1: 2
* relative energy (zero: lowest compared OMol25 entry of this formula, charge and spin): 18.4 kcal per mole
* net charge: +2
* E_tot: -380.1742 Ha
* gap between HOMO and LUMO (spin up / spin down): 11.49 / 6.68 eV

---

DFT (the ωB97M-V functional and the def2-TZVPD basis) results for C3H10N2O as an isolated structure at a distorted geometry.

Last column: Löwdin charge in e.
CARTESIAN COORDINATES (ANGSTROEM)
C1 -0.3640 0.0712 -0.4361  -0.261
C2 -0.1263 -0.7099 0.7709  -0.118
C3 -0.8523 1.4925 -0.4148  -0.061
N1 1.2228 0.0397 0.5745  -0.146
N2 2.3456 -0.6662 0.0652  0.009
O1 -1.9327 -0.9992 -0.6509  -0.299
H1 -2.7856 -0.6743 -0.3266  -0.017
H2 1.4599 0.6485 1.3533  0.125
H3 0.0227 -0.2946 -1.3815  0.132
H4 2.3335 -1.6372 0.3682  0.076
H5 2.3327 -0.6523 -0.9518  0.075
H6 -0.0281 -1.7819 0.6384  0.115
H7 -0.6439 -0.3741 1.6640  0.123
H8 -0.1023 2.1829 -0.8090  0.080
H9 -1.7347 1.5460 -1.0529  0.082
H10 -1.1473 1.8092 0.5891  0.085

* E_LUMO (spin up / spin down): 0.91 / 0.91 eV
* relative energy (zero: lowest compared OMol25 entry of this formula, charge and spin): 110.0 kcal per mole
* E_tot: -304.8994 Ha
* gap between HOMO and LUMO (spin up / spin down): 9.14 / 9.14 eV

---

DFT (the ωB97M-V functional and the def2-TZVPD basis) results for C18H43BCl22N5O3 as an isolated structure at a distorted geometry.

Last column: Löwdin charge in e.
CARTESIAN COORDINATES (ANGSTROEM)
N1 -1.4438 2.0113 6.8578  -0.003
C1 -0.1399 1.3498 6.7358  -0.290
C2 -0.2249 0.1653 5.7541  -0.222
C3 0.6997 0.2777 4.5371  -0.198
C4 0.2238 -0.5155 3.3066  -0.182
C5 0.4867 0.2494 2.0073  -0.145
N2 0.6725 -0.5464 0.7788  -0.013
C6 -0.3743 -1.6165 0.6315  -0.203
O1 -1.6233 -1.0859 0.8681  -0.082
O2 -1.8810 -0.2563 -0.3005  -0.008
C7 1.9312 -1.0363 0.5789  -0.393
N3 2.7500 -1.2787 1.6251  0.221
N4 2.2900 -1.3319 -0.6483  0.245
B1 1.4617 -1.1101 -1.9120  -0.706
N5 1.0094 0.1733 -2.3407  0.201
O3 1.2673 -2.2560 -2.5931  0.108
H1 -1.7180 2.4174 5.9689  0.073
H2 -1.3986 2.7794 7.5191  0.001
H3 0.6576 2.0348 6.4041  0.108
H4 0.1352 1.0034 7.7337  0.045
H5 -1.2701 0.0695 5.4428  0.107
H6 0.0545 -0.7252 6.3248  0.046
H7 0.8536 1.3338 4.2813  0.108
H8 1.6751 -0.1310 4.8275  0.115
H9 0.7430 -1.4802 3.2736  0.107
H10 -0.8390 -0.7558 3.3945  0.113
H11 1.3642 0.8977 2.1080  0.124
H12 -0.3486 0.9153 1.7811  0.135
H13 -0.2228 -2.4261 1.3486  0.124
H14 -0.3155 -2.0153 -0.3834  0.107
H15 -2.8120 -0.0310 -0.1344  0.122
H16 2.9216 -0.5126 2.2648  0.128
H17 3.6395 -1.6837 1.3416  0.037
H18 3.1944 -1.7868 -0.7540  0.077
H19 1.5550 0.9353 -1.9507  0.090
H20 0.0430 0.4058 -2.1194  0.015
H21 0.9491 -2.1111 -3.5016  0.000
C8 -0.6497 2.7872 -4.0960  -1.094
Cl1 -1.3091 4.2475 -4.8196  0.573
Cl2 -1.5181 2.3030 -2.6200  0.544
H22 -0.7376 1.9809 -4.8154  -0.205
H23 0.3849 2.9652 -3.8301  0.028
C9 0.9132 -4.5192 -4.6048  -1.024
Cl3 0.4328 -2.9911 -5.3783  0.603
Cl4 1.5672 -5.7135 -5.7143  0.562
H24 1.6725 -4.2632 -3.8761  -0.001
H25 0.0419 -4.9164 -4.1058  -0.037
C10 -2.4319 -0.8047 8.6946  -1.012
Cl5 -4.1454 -1.1708 8.9014  0.518
Cl6 -1.5578 -2.1103 7.8640  0.517
H26 -2.3362 0.0964 8.0938  -0.008
H27 -1.9838 -0.6810 9.6733  0.024
C11 0.0443 0.1704 -7.3357  -0.875
Cl7 -1.0164 1.1732 -8.3269  0.445
Cl8 0.0161 0.6603 -5.6314  0.678
H28 -0.2966 -0.8560 -7.4001  0.010
H29 1.0586 0.2729 -7.7012  0.031
C12 2.2979 0.1343 10.3737  -0.993
Cl9 1.9399 -0.9733 9.0388  0.513
Cl10 1.8060 1.7929 10.0145  0.505
H30 1.7454 -0.2046 11.2413  0.028
H31 3.3652 0.1240 10.5552  0.026
C13 -3.1300 3.3155 -7.8088  -0.930
Cl11 -3.2940 4.0072 -9.4284  0.541
Cl12 -2.5417 1.6478 -7.8320  0.440
H32 -2.4076 3.9083 -7.2636  -0.030
H33 -4.1000 3.3335 -7.3274  0.028
C14 -1.2598 6.9926 -8.8920  -1.029
Cl13 -1.4378 7.6498 -7.2548  0.492
Cl14 0.4145 6.5726 -9.2713  0.501
H34 -1.8525 6.0891 -8.9446  -0.061
H35 -1.5944 7.7419 -9.5982  0.028
C15 -2.5643 4.2253 10.2974  -0.997
Cl15 -2.6947 4.9949 8.7095  0.520
Cl16 -1.1134 3.2210 10.4432  0.487
H36 -2.5114 5.0068 11.0451  0.025
H37 -3.4318 3.5936 10.4422  0.027
C16 0.8139 -5.9463 -0.5887  -0.932
Cl17 -0.4873 -5.7776 -1.7687  0.586
Cl18 1.3446 -4.3268 -0.0650  0.570
H38 0.4481 -6.5038 0.2641  0.035
H39 1.6672 -6.4290 -1.0514  0.022
C17 5.3653 -4.3766 -0.4283  -0.945
Cl19 4.2233 -4.5595 -1.7567  0.541
Cl20 5.5030 -2.6675 0.0669  0.570
H40 5.0066 -4.9395 0.4246  0.033
H41 6.3439 -4.7094 -0.7503  0.036
C18 -2.3372 -0.6568 -11.3250  -1.047
Cl21 -4.0461 -1.0809 -11.1791  0.510
Cl22 -1.4158 -1.8535 -12.2457  0.512
H42 -2.2638 0.2958 -11.8355  0.027
H43 -1.9163 -0.5991 -10.3299  -0.025

* E_LUMO: -2.55 eV
* net charge: +1
* E_tot: -11359.6045 Ha
* gap between HOMO and LUMO: 5.36 eV

---

DFT (the ωB97M-V functional and the def2-TZVPD basis) results for a single C14H24N2O2S molecule.

Last column: Löwdin charge in e.
CARTESIAN COORDINATES (ANGSTROEM)
C1 -7.0071 0.7588 0.6996  -0.398
S1 -6.3729 0.0011 -0.8199  0.811
C2 -4.8155 -0.7026 -0.1995  -0.415
C3 -3.8155 0.3716 0.2140  -0.510
O1 -4.0913 1.5551 0.1919  0.022
N1 -2.6173 -0.0776 0.6495  -0.063
C4 -2.1277 -1.4364 0.6212  -0.147
C5 -1.0243 -1.5761 -0.4296  -0.131
C6 0.1194 -0.6027 -0.1331  -0.336
C7 1.2162 -0.7360 -1.1943  -0.161
C8 2.5171 -0.0285 -0.8203  -0.098
C9 3.2261 -0.7036 0.3387  -0.480
O2 2.8123 -1.6853 0.9194  0.061
N2 4.3950 -0.1226 0.7100  0.094
C10 5.0323 0.9890 0.0896  -0.321
C11 6.5207 1.1010 0.1782  -0.100
C12 5.8810 0.7708 -1.1362  -0.104
C13 -0.4533 0.8142 -0.0576  -0.128
C14 -1.5786 0.8806 0.9738  -0.133
H1 -7.1244 -0.0051 1.4642  0.033
H2 -6.3169 1.5335 1.0171  0.023
H3 -7.9710 1.1902 0.4514  0.028
H4 -5.0503 -1.3570 0.6423  0.085
H5 -4.4255 -1.2937 -1.0276  0.075
H6 -2.9363 -2.1368 0.4217  0.110
H7 -1.7115 -1.6664 1.6098  0.133
H8 -0.6521 -2.6012 -0.4255  0.122
H9 -1.4391 -1.3640 -1.4182  0.126
H10 0.5518 -0.8682 0.8359  0.136
H11 0.8521 -0.3392 -2.1448  0.121
H12 1.4357 -1.7967 -1.3297  0.119
H13 3.1977 -0.0296 -1.6750  0.122
H14 2.3291 1.0136 -0.5562  0.113
H15 4.8874 -0.5866 1.4617  0.151
H16 4.4560 1.9084 0.1388  0.141
H17 6.9538 2.0796 0.3141  0.099
H18 7.0537 0.3139 0.6898  0.102
H19 5.8686 1.5202 -1.9119  0.098
H20 5.9794 -0.2402 -1.5003  0.105
H21 0.3174 1.5328 0.2228  0.111
H22 -0.8499 1.1019 -1.0342  0.130
H23 -2.0350 1.8715 0.9877  0.120
H24 -1.1872 0.6483 1.9706  0.132

* SMILES: CSCC(=O)N1CCC(CCC(=O)NC2CC2)CC1
* E_LUMO: 0.76 eV
* relative energy (zero: lowest compared OMol25 entry of this formula, charge and spin): 22.3 kcal per mole
* E_tot: -1206.0515 Ha
* gap between HOMO and LUMO: 9.05 eV

---

DFT (the ωB97M-V functional and the def2-TZVPD basis) results for a 2-piece molecular cluster, C5H8O overall.

Last column: Löwdin charge in e.
CARTESIAN COORDINATES (ANGSTROEM)
C1 -1.7983 -0.0510 1.2295  0.045
C2 -0.7436 0.5886 0.8388  -0.101
C3 0.2505 0.8814 0.0131  -0.244
C4 1.7006 0.5658 0.2601  -0.108
H1 -1.9288 -0.8651 0.4798  0.052
H2 -2.4989 0.0850 2.0450  0.068
H3 0.0352 1.5856 -0.7888  0.118
H4 1.8172 -0.2514 0.9786  0.085
H5 2.1806 1.4605 0.6644  0.076
H6 2.2302 0.2932 -0.6626  0.078
C5 -0.3031 -1.0263 -1.2250  -0.194
O1 -1.4189 -1.4639 -1.0035  -0.070
H7 -0.1215 -0.3437 -2.0710  0.101
H8 0.5989 -1.4586 -0.7585  0.094

* SMILES: C=C=CC.C=O
* E_LUMO: 0.92 eV
* relative energy (zero: lowest compared OMol25 entry of this formula, charge and spin): 79.2 kcal per mole
* E_tot: -270.4317 Ha
* gap between HOMO and LUMO: 10.50 eV

---

DFT (the ωB97M-V functional and the def2-TZVPD basis) results for C24H44NdP2 as an isolated structure at a distorted geometry.

Last column: Löwdin charge in e.
CARTESIAN COORDINATES (ANGSTROEM)
Nd1 -0.2479 -0.3711 1.2306  1.364
C1 -2.0156 1.2406 2.7908  -0.333
C2 -2.7599 0.5748 1.7549  -0.390
C3 -2.4415 -0.9165 3.4984  -0.267
C4 -1.8441 0.3132 3.8646  -0.268
C5 -2.9859 -0.7779 2.1892  -0.315
C6 -1.7540 2.7009 2.8665  -0.062
H1 -1.5356 3.1317 1.8831  0.056
H2 -0.9050 2.9187 3.5257  0.075
H3 -2.6295 3.2360 3.2706  0.097
C7 -1.3227 0.6219 5.2218  -0.032
H4 -1.2130 1.7026 5.3666  0.075
H5 -0.3456 0.1566 5.4083  0.074
H6 -2.0138 0.2582 5.9941  0.086
C8 -2.6335 -2.0682 4.4128  -0.034
H7 -3.0593 -1.7435 5.3727  0.088
H8 -1.6884 -2.5837 4.6317  0.076
H9 -3.3256 -2.8058 3.9858  0.075
C9 -3.8852 -1.7595 1.5274  -0.061
H10 -4.9278 -1.6291 1.8619  0.097
H11 -3.5919 -2.7878 1.7698  0.074
H12 -3.8771 -1.6498 0.4367  0.059
C10 -3.4370 1.2346 0.6063  -0.066
H13 -4.4696 1.5284 0.8596  0.098
H14 -3.5010 0.5691 -0.2644  0.063
H15 -2.9173 2.1471 0.2924  0.053
C11 3.3346 0.6360 -2.1161  -0.140
C12 2.5782 1.7402 -2.3368  -0.202
C13 1.9596 2.0811 -3.6631  -0.173
C14 1.3734 0.9279 -4.5083  -0.156
C15 0.7945 -0.1723 -3.6762  -0.132
C16 1.4580 -1.3021 -3.3575  -0.178
C17 2.9459 -1.4847 -3.4274  -0.158
C18 3.8131 -0.2279 -3.2336  -0.159
H16 2.6840 2.6113 -4.3007  0.133
H17 2.1244 0.5273 -5.2151  0.120
H18 1.1408 2.7860 -3.4807  0.096
H19 3.8651 0.3492 -4.1668  0.112
H20 3.7040 0.3336 -1.1389  0.103
H21 2.6018 2.6214 -1.6874  0.085
H22 4.8356 -0.5718 -3.0142  0.130
H23 3.2185 -2.2313 -2.6686  0.112
H24 0.9216 -2.2552 -3.2666  0.071
H25 3.2170 -1.9180 -4.4034  0.134
H26 0.5535 1.3536 -5.1148  0.129
H27 -0.2615 -0.0196 -3.4449  0.091
P1 1.2933 1.5856 0.1240  0.758
C19 2.9160 2.1566 0.7016  -0.240
C20 0.1442 2.6276 -0.8871  -0.213
P2 -0.2518 -1.8811 -1.0310  0.896
C21 1.2701 -0.0493 -0.6362  -0.540
C22 -1.5020 -1.7534 -2.3297  -0.283
C23 0.6606 -3.4350 -1.1282  -0.265
H28 3.2634 1.4426 1.4673  0.065
H29 2.7768 3.1277 1.2067  0.068
H30 3.6814 2.2442 -0.0751  0.036
H31 0.2724 2.4145 -1.9598  0.017
H32 0.3579 3.6927 -0.6807  0.077
H33 -0.9146 2.4465 -0.6081  0.031
H34 1.4541 -3.4261 -1.8780  0.028
H35 -0.0687 -4.2226 -1.3392  0.072
H36 1.1140 -3.6313 -0.1474  0.056
H37 2.1690 -0.6665 -0.4765  0.057
H38 1.0938 0.1492 -1.6914  -0.045
H39 -2.3671 -2.3614 -2.0334  0.067
H40 -1.0904 -2.0956 -3.2816  0.047
H41 -1.8442 -0.7143 -2.4271  0.051
C24 0.8768 -1.5261 3.0303  -0.323
H42 1.8277 -1.9264 2.6595  -0.050
H43 0.2599 -2.3559 3.3974  -0.037
H44 1.0731 -0.8685 3.8870  -0.035

* <S²>: 3.76
* E_LUMO (spin up / spin down): -4.58 / -4.62 eV
* 2S+1: 4
* relative energy (zero: lowest compared OMol25 entry of this formula, charge and spin): 145.9 kcal per mole
* net charge: +1
* E_tot: -2184.5037 Ha
* gap between HOMO and LUMO (spin up / spin down): 4.83 / 4.78 eV